{
  "formula": "C3H5NO2",
  "method": "wB97M-V/def2-TZVPD",
  "species": ["C", "C", "H", "H", "H", "N", "H", "C", "H", "O", "O"],
  "xyz": [[-1.24, -0.53, -0.02], [0.70, 0.87, 0.16], [0.88, -1.27, -0.30], [-0.65, -1.31, -0.78], [-1.23, -1.08, 0.97], [-0.62, 0.58, 0.21], [-1.03, 1.42, -0.22], [1.61, -0.26, 0.08], [-2.25, -0.08, -0.13], [0.95, 2.03, -0.04], [2.89, -0.36, 0.07]],
  "energy_ha": -322.42244,
  "mol_weight_g_mol": 87.1,
  "e_above_lowest_kj_mol": 398.8,
  "homo_lumo_gap_ev": 8.662,
  "smiles": "CNC(=O)C=O"
}

---

{
  "formula": "C24H34NO4P2Tc",
  "method": "wB97M-V/def2-TZVPD",
  "species": ["H", "C", "H", "H", "H", "H", "H", "C", "C", "H", "H", "H", "C", "H", "C", "H", "C", "H", "C", "H", "Tc", "H", "C", "C", "H", "C", "H", "H", "H", "H", "C", "H", "H", "O", "C", "H", "C", "C", "H", "H", "P", "C", "H", "O", "C", "H", "O", "H", "H", "H", "H", "H", "C", "C", "C", "N", "C", "C", "H", "C", "H", "O", "C", "P", "C", "H"],
  "xyz": [[-3.91, 0.94, -2.36], [0.30, -2.81, -1.18], [2.18, -1.78, 1.80], [0.92, 2.80, -5.59], [3.14, -0.03, -2.49], [2.95, 4.16, 1.27], [-3.16, -1.06, 0.68], [-2.40, -3.47, -1.05], [-0.51, 0.32, 2.61], [-2.87, 1.49, 1.40], [3.09, -0.26, 1.70], [-2.42, 0.31, -3.14], [1.65, -2.41, -1.16], [0.36, -0.12, -1.84], [-3.00, 1.80, 0.35], [0.61, -4.81, -1.87], [2.88, -1.20, 1.18], [2.12, 1.83, 1.26], [-1.48, -4.44, -1.45], [1.90, -2.03, -6.00], [0.04, 0.11, -0.32], [-0.92, -3.24, 5.59], [-2.82, 1.01, -2.40], [0.33, 3.04, -1.38], [2.08, 2.90, -4.62], [-1.26, -1.31, 6.52], [-3.85, -1.10, -0.96], [-1.82, -5.44, -1.70], [2.40, -3.12, -1.50], [4.31, -0.89, -1.44], [-1.97, -2.17, -0.76], [3.80, 0.78, -1.04], [-1.05, 1.69, 4.87], [1.49, 3.43, -5.18], [-0.73, -0.24, 3.98], [0.37, 5.07, -2.09], [-0.95, -2.16, 5.45], [1.70, 4.79, -0.40], [-2.53, 2.78, 0.22], [-3.47, -3.67, -0.99], [-2.16, 0.62, -0.74], [2.20, 3.86, 0.53], [-0.46, -2.28, 3.34], [-0.26, -0.59, 1.69], [1.75, 2.54, 0.52], [3.81, -1.77, 1.05], [-0.59, 1.54, 2.39], [-2.52, 2.03, -2.68], [-1.53, 0.75, 7.15], [-4.07, 1.86, 0.09], [-0.37, 2.71, -2.15], [2.04, 5.82, -0.38], [0.76, 4.37, -1.35], [3.47, -0.18, -1.45], [-0.15, -4.11, -1.53], [-0.66, -1.87, -0.82], [-0.69, -1.63, 4.18], [0.80, 2.13, -0.43], [3.20, -2.79, -5.90], [-2.91, -1.04, -0.40], [-1.47, -1.72, 7.50], [2.71, -2.10, -5.48], [-1.03, 0.61, 5.05], [2.12, -0.84, -0.44], [-1.30, 0.08, 6.32], [-0.17, 0.50, -1.99]],
  "energy_ha": -2053.89416,
  "mol_weight_g_mol": 560.5,
  "s_squared": 3.80,
  "e_above_lowest_kj_mol": 131.3,
  "homo_lumo_gap_ev": [8.202, 5.879],
  "total_charge": 1,
  "multiplicity": 4
}

---

What did the first record say?
{
  "formula": "C3H5NO2",
  "method": "wB97M-V/def2-TZVPD",
  "species": ["C", "C", "H", "H", "H", "N", "H", "C", "H", "O", "O"],
  "xyz": [[-1.24, -0.53, -0.02], [0.70, 0.87, 0.16], [0.88, -1.27, -0.30], [-0.65, -1.31, -0.78], [-1.23, -1.08, 0.97], [-0.62, 0.58, 0.21], [-1.03, 1.42, -0.22], [1.61, -0.26, 0.08], [-2.25, -0.08, -0.13], [0.95, 2.03, -0.04], [2.89, -0.36, 0.07]],
  "energy_ha": -322.42244,
  "mol_weight_g_mol": 87.1,
  "e_above_lowest_kj_mol": 398.8,
  "homo_lumo_gap_ev": 8.662,
  "smiles": "CNC(=O)C=O"
}